# 1
{"formula": "C8H4IN2PS2", "method": "the ωB97M-V functional and the def2-TZVPD basis", "symbols": ["C", "C", "C", "C", "C", "P", "S", "C", "I", "C", "N", "S", "N", "C", "H", "H", "H", "H"], "coordinates": [[-2.331, 1.550, -2.800], [-1.599, 0.789, -2.215], [-0.898, 0.146, -1.071], [0.217, 0.801, -0.533], [0.974, 0.291, 0.626], [2.397, 1.307, 1.218], [4.056, 0.266, 1.278], [0.573, -0.908, 1.243], [1.576, -1.679, 2.975], [-0.562, -1.631, 0.673], [-1.041, -2.820, 1.136], [-2.283, -3.162, 0.144], [-2.363, -1.888, -0.900], [-1.320, -1.121, -0.493], [-2.952, 2.280, -3.316], [0.521, 1.741, -1.022], [2.614, 2.330, 0.253], [2.116, 1.909, 2.481]], "molar_mass_g_mol": 350.15, "lumo_ev": -1.524, "gap_ha": 0.2522, "total_charge": 0, "total_energy_ha": -1852.087540, "largest_force_ev_per_a": 2.72}

# 2
{"formula": "C8H4N2O2", "method": "the ωB97M-V functional and the def2-TZVPD basis", "symbols": ["C", "C", "C", "C", "C", "C", "C", "C", "N", "N", "O", "O", "H", "H", "H", "H"], "coordinates": [[-1.298, -2.741, 0.397], [-0.650, -1.744, 0.609], [-1.342, 1.473, 0.478], [-0.978, 0.156, -1.343], [2.042, 0.133, -0.224], [1.028, 1.237, -0.429], [0.146, -0.585, 0.816], [-0.323, 0.614, -0.074], [-2.058, 2.173, 1.026], [-1.484, -0.288, -2.275], [3.206, 0.324, -0.430], [1.470, -0.880, 0.441], [-1.771, -3.673, 0.292], [1.138, 2.051, 0.296], [0.874, 1.875, -1.360], [0.001, -0.124, 1.779]], "s_squared": 2.0048, "multiplicity": 3, "molar_mass_g_mol": 160.13, "lumo_ev": [0.325, -3.729], "gap_ha": [0.2279, 0.2777], "total_charge": 0, "relative_energy_kcal_mol": 21.7, "total_energy_ha": -566.919540, "largest_force_ev_per_a": 10.08}

# 3
{"formula": "C8H4N4O2S2", "method": "the ωB97M-V functional and the def2-TZVPD basis", "symbols": ["O", "C", "N", "N", "C", "C", "C", "S", "C", "C", "N", "N", "C", "O", "C", "S", "H", "H", "H", "H"], "coordinates": [[-0.685, -1.205, -3.104], [-1.373, -1.238, -1.881], [-1.776, -2.488, -1.565], [-2.413, -2.636, -0.405], [-2.148, -1.729, 0.561], [-1.656, -0.458, 0.220], [-1.371, -0.099, -1.008], [-0.688, 1.428, -1.516], [0.621, 1.532, -0.309], [1.906, 2.063, -0.553], [2.914, 1.739, 0.239], [2.768, 1.292, 1.513], [1.528, 1.010, 1.943], [1.536, 0.271, 3.076], [0.446, 1.160, 1.083], [-1.146, 0.605, 1.506], [-0.447, -2.149, -3.305], [-2.452, -1.942, 1.581], [2.114, 2.333, -1.605], [2.323, 0.513, 3.529]], "molar_mass_g_mol": 252.28, "lumo_ev": -0.603, "gap_ha": 0.3192, "total_charge": 0, "relative_energy_kcal_mol": 0.0, "smiles": "Oc1nncc2c1Sc1cnnc(O)c1S2", "total_energy_ha": -1473.031605, "largest_force_ev_per_a": 4.33}

# 4
{"formula": "C8H5Cl2F2NO", "method": "the ωB97M-V functional and the def2-TZVPD basis", "symbols": ["O", "N", "C", "C", "C", "C", "C", "Cl", "C", "C", "H", "H", "H", "H", "F", "C", "F", "Cl", "H"], "coordinates": [[-3.788, -0.230, -0.162], [-2.636, -0.464, 0.004], [-1.483, -0.355, 0.011], [-0.162, -0.719, -0.239], [0.204, -0.893, -1.584], [1.460, -1.363, -1.929], [2.410, -1.515, -0.931], [3.987, -1.903, -1.483], [2.158, -1.068, 0.380], [0.832, -0.776, 0.753], [-0.719, -0.893, -2.164], [1.526, -1.515, -2.993], [3.005, -1.024, 1.002], [0.729, -0.462, 1.792], [-1.718, 3.744, 2.196], [-1.631, 2.666, 1.479], [-1.655, 1.664, 2.389], [-0.083, 2.589, 0.605], [-2.435, 2.517, 0.872]], "molar_mass_g_mol": 240.04, "lumo_ev": -0.129, "gap_ha": 0.3234, "total_charge": 0, "smiles": "[O-][N+]#Cc1ccc(Cl)cc1.FC(F)Cl", "total_energy_ha": -1557.842125, "largest_force_ev_per_a": 3.20}

# 5
{"formula": "C8H5Cl2GdNO3SY", "method": "the ωB97M-V functional and the def2-TZVPD basis", "symbols": ["Y", "Gd", "Cl", "Cl", "C", "C", "C", "O", "O", "O", "S", "C", "N", "C", "C", "C", "C", "H", "H", "H", "H", "H"], "coordinates": [[-2.256, 3.345, -4.010], [0.932, -0.736, -0.294], [-1.514, 3.436, -1.687], [-0.857, -1.020, -1.994], [-0.581, -3.055, 0.144], [-4.406, 3.341, -3.360], [-3.158, 1.248, -4.287], [-1.323, -3.925, 0.109], [-5.463, 3.124, -2.920], [-3.812, 0.294, -4.343], [0.231, 1.627, 0.667], [1.035, 0.547, 1.724], [2.400, 0.744, 1.941], [3.272, -0.323, 2.032], [2.765, -1.609, 1.985], [1.363, -1.836, 1.997], [0.487, -0.735, 2.010], [2.776, 1.695, 1.856], [4.306, -0.049, 2.219], [3.435, -2.458, 2.081], [0.973, -2.834, 2.107], [-0.605, -0.821, 2.023]], "s_squared": 15.7643, "multiplicity": 8, "molar_mass_g_mol": 512.26, "lumo_ev": [-15.800, -15.800], "gap_ha": [0.2359, 0.2370], "total_charge": 4, "relative_energy_kcal_mol": 91.1, "total_energy_ha": -2709.152228, "largest_force_ev_per_a": 9.70}

# 6
{"formula": "C8H5N2O2S", "method": "the ωB97M-V functional and the def2-TZVPD basis", "symbols": ["C", "C", "C", "C", "C", "C", "C", "C", "N", "N", "O", "O", "S", "H", "H", "H", "H", "H"], "coordinates": [[2.747, 0.041, -0.484], [2.229, 1.085, 0.244], [1.961, -1.133, -0.544], [0.963, 0.959, 0.864], [0.707, -1.236, 0.001], [0.100, -0.150, 0.648], [-2.363, 1.392, -0.546], [-3.332, -0.782, -0.210], [-3.057, 0.438, -0.797], [-1.174, -0.041, 1.151], [-1.721, 2.356, -0.509], [-4.304, -1.404, -0.576], [-2.146, -1.380, 0.926], [3.603, 0.012, -0.983], [2.762, 1.926, 0.365], [2.473, -1.864, -1.030], [0.548, 1.801, 1.477], [0.002, -2.020, 0.003]], "molar_mass_g_mol": 193.21, "lumo_ev": 3.572, "gap_ha": 0.2570, "total_charge": -1, "relative_energy_kcal_mol": 0.0, "total_energy_ha": -966.068447, "largest_force_ev_per_a": 5.08}